This record from the OMol25 dataset describes a cluster of 3 separate species, C32H61BBrN3O7S2 in total in a non-equilibrium geometry. The level of theory is ωB97M-V/def2-TZVPD.

As for the total energy: -145366.831 eV. The calculation puts the LUMO energy at 0.00953 Eh. For the gap between HOMO and LUMO, the calculation gives 9.84 eV.

Atoms and positions in Å:
C (-0.10, 2.00, 4.71)
C (0.11, 3.30, 3.90)
C (-1.25, 3.73, 3.25)
C (-1.13, 3.95, 1.72)
C (-2.46, 3.90, 0.94)
C (-3.34, 2.66, 1.24)
C (-2.56, 1.34, 1.32)
C (-1.90, 0.97, -0.02)
C (-0.94, -0.24, 0.15)
C (-0.44, -0.65, -1.25)
C (0.46, -1.91, -1.19)
C (1.44, -1.95, 0.00)
C (2.32, -0.66, 0.15)
C (3.81, -1.00, 0.20)
C (4.73, 0.24, 0.45)
C (5.35, 0.88, -0.83)
C (4.50, 1.94, -1.59)
C (3.25, 2.35, -0.89)
N (2.42, 2.59, -0.20)
N (5.34, 3.13, -1.83)
C (5.50, 3.97, -0.62)
C (4.66, 5.28, -0.74)
C (3.64, 5.52, 0.42)
C (2.20, 5.73, -0.16)
C (4.08, 1.49, -3.07)
Br (3.48, -0.37, -3.19)
C (2.86, 2.33, -3.44)
N (1.94, 2.90, -3.70)
O (5.07, 1.82, -3.97)
B (4.92, 1.24, -5.25)
O (5.78, 0.23, -5.61)
O (4.01, 1.64, -6.18)
H (-0.70, 2.19, 5.61)
H (0.88, 1.58, 4.98)
H (-0.64, 1.26, 4.10)
H (0.87, 3.12, 3.12)
H (0.46, 4.11, 4.55)
H (-1.53, 4.70, 3.70)
H (-2.02, 3.01, 3.54)
H (-0.41, 3.21, 1.33)
H (-0.70, 4.95, 1.56)
H (-3.04, 4.80, 1.19)
H (-2.22, 3.97, -0.13)
H (-3.80, 2.82, 2.23)
H (-4.17, 2.63, 0.52)
H (-3.23, 0.51, 1.60)
H (-1.76, 1.39, 2.07)
H (-2.62, 0.69, -0.81)
H (-1.28, 1.80, -0.40)
H (-1.44, -1.11, 0.59)
H (-0.12, 0.10, 0.80)
H (0.20, 0.17, -1.64)
H (-1.25, -0.74, -1.98)
H (0.94, -2.04, -2.17)
H (-0.21, -2.77, -1.07)
H (2.15, -2.77, -0.21)
H (0.90, -2.18, 0.92)
H (2.05, -0.01, -0.69)
H (2.05, -0.20, 1.11)
H (3.96, -1.63, 1.09)
H (4.18, -1.57, -0.66)
H (4.25, 0.97, 1.11)
H (5.58, -0.16, 1.02)
H (5.66, 0.04, -1.48)
H (6.30, 1.34, -0.51)
H (6.26, 2.80, -2.09)
H (6.55, 4.29, -0.61)
H (5.34, 3.43, 0.33)
H (5.35, 6.14, -0.74)
H (4.20, 5.27, -1.74)
H (3.90, 6.47, 0.90)
H (3.68, 4.75, 1.19)
H (2.12, 5.43, -1.21)
H (1.96, 6.81, -0.14)
H (1.47, 5.15, 0.41)
H (5.27, -0.46, -6.07)
H (3.61, 2.49, -5.95)
C (-4.76, -4.00, 2.86)
C (-3.82, -4.74, 3.82)
C (-2.46, -4.86, 3.13)
S (-2.34, -3.47, 2.00)
O (-2.32, -3.97, 0.65)
O (-1.35, -2.55, 2.49)
C (-3.97, -2.81, 2.34)
H (-5.68, -3.68, 3.35)
H (-5.03, -4.66, 2.03)
H (-3.72, -4.16, 4.74)
H (-4.22, -5.72, 4.10)
H (-1.64, -4.82, 3.84)
H (-2.40, -5.78, 2.54)
H (-4.38, -2.38, 1.43)
H (-3.86, -2.04, 3.10)
C (-3.91, -5.17, -2.92)
C (-4.60, -6.45, -3.43)
C (-5.47, -6.98, -2.29)
S (-5.94, -5.55, -1.31)
O (-5.33, -5.67, 0.00)
O (-7.34, -5.29, -1.47)
C (-5.00, -4.35, -2.25)
H (-3.44, -4.62, -3.73)
H (-3.13, -5.43, -2.20)
H (-5.22, -6.21, -4.29)
H (-3.87, -7.20, -3.75)
H (-6.37, -7.47, -2.66)
H (-4.92, -7.66, -1.64)
H (-4.61, -3.58, -1.58)
H (-5.68, -3.91, -2.98)